[1]
The following is a DFT calculation (ωB97M-V/def2-TZVPD) of a molecular structure, C43H46GaN2O2P.

Energy above the lowest of the compared OMol25 structures with the same formula, charge and spin in kcal per mole: 0.00
E_HOMO in eV: -7.216
Total energy in eV: -114082.07596
LUMO energy in eV: 0.37

Geometry as ORCA input:
```
! RIJCOSX wB97M-V def2-TZVPD def2/J DEFGRID3
* xyz 0 1
Ga 0.7127 0.9206 0.1097
N 4.4714 2.2274 3.2545
C 3.3917 1.5955 4.0119
C 2.0707 2.3178 3.8006
C 1.3193 2.0536 2.5207
O 0.1888 2.5288 2.3685
O 1.8666 1.3098 1.6199
H 5.3574 1.7821 3.4585
H 4.5663 3.1987 3.5282
H 3.5849 1.5758 5.0914
H 3.2935 0.5605 3.6798
H 2.2229 3.4000 3.8628
H 1.3756 2.0687 4.6041
C -4.8646 1.9457 3.1700
C -3.7970 2.8206 3.0151
C -2.8727 2.6166 2.0046
C -3.0130 1.5329 1.1333
C -4.0830 0.6621 1.2893
C -5.0065 0.8703 2.3052
P -1.7168 1.3052 -0.1189
C -2.3937 0.1812 -1.3761
C -2.5578 0.5569 -2.7078
C -2.9927 -0.3699 -3.6462
C -3.2686 -1.6748 -3.2692
C -3.1068 -2.0584 -1.9444
C -2.6677 -1.1379 -1.0068
C -1.5726 2.8996 -0.9400
C -2.6736 3.6769 -1.1922
C -2.5516 4.8916 -1.8893
C -1.3282 5.2992 -2.3164
C -0.1696 4.5314 -2.0582
C 1.1010 4.9853 -2.4840
C 2.2122 4.2632 -2.2038
C 2.1044 3.0474 -1.4940
C 0.9071 2.5327 -1.0694
C -0.2735 3.3031 -1.3522
H -5.5850 2.1042 3.9632
H -3.6777 3.6599 3.6883
H -2.0344 3.2895 1.9009
H -4.2157 -0.1755 0.6191
H -5.8395 0.1878 2.4180
H -2.3368 1.5668 -3.0278
H -3.1106 -0.0637 -4.6784
H -3.6058 -2.3933 -4.0058
H -3.3102 -3.0754 -1.6332
H -2.5279 -1.4535 0.0175
H -3.6517 3.3554 -0.8549
H -3.4306 5.4913 -2.0861
H -1.2226 6.2315 -2.8598
H 1.1717 5.9197 -3.0287
H 3.1850 4.6208 -2.5165
H 3.0212 2.5183 -1.2589
C -1.8334 -4.9755 1.3551
C -1.4010 -3.5481 1.5802
C -1.9356 -2.8043 2.6272
C -1.4869 -1.5068 2.8427
C -1.9739 -0.6951 4.0119
C -0.5400 -0.9581 1.9853
C -0.0276 -1.6478 0.8732
C -0.4656 -2.9801 0.7255
N 0.7740 -0.9835 -0.0493
C 1.7136 -1.6938 -0.9345
C 1.0360 -2.2906 -2.1867
C 2.0762 -2.9523 -3.0978
C 2.8125 -4.0488 -2.3182
C 3.5353 -3.4351 -1.1137
C 4.5354 -2.3839 -1.5979
C 3.7787 -1.2901 -2.3576
C 3.0810 -1.9020 -3.5735
C 2.7281 -0.6621 -1.4448
C 2.5128 -2.7756 -0.1814
H -2.7464 -5.2033 1.9059
H -1.0602 -5.6708 1.6904
H -2.0131 -5.1750 0.2966
H -2.6777 -3.2443 3.2851
H -2.9084 -1.0924 4.4077
H -2.1223 0.3520 3.7398
H -1.2323 -0.7149 4.8163
H -0.2292 0.0469 2.2377
H -0.1321 -3.5877 -0.0985
H 0.5218 -1.4796 -2.7152
H 0.2730 -3.0189 -1.9163
H 1.5715 -3.3934 -3.9617
H 3.5345 -4.5497 -2.9715
H 2.1003 -4.8096 -1.9788
H 4.0628 -4.2200 -0.5650
H 5.2859 -2.8432 -2.2495
H 5.0623 -1.9472 -0.7451
H 4.4769 -0.5130 -2.6828
H 3.8227 -2.3590 -4.2372
H 2.5645 -1.1248 -4.1454
H 2.1897 0.1130 -1.9932
H 3.2028 -0.2013 -0.5758
H 3.0168 -2.2988 0.6649
H 1.8511 -3.5353 0.2294
*
```



[2]
The following is a DFT calculation (ωB97M-V/def2-TZVPD) of C5H8O in the gas phase.

Energy above the lowest of the compared OMol25 structures with the same formula, charge and spin in kcal per mole: 58.16
Structure (SMILES): CC#CCOC
E_HOMO in eV: -9.557
Total energy in eV: -7359.73333
LUMO energy in eV: 1.01

Geometry as ORCA input:
```
! RIJCOSX wB97M-V def2-TZVPD def2/J DEFGRID3
* xyz 0 1
C -1.5030 -2.2212 1.1826
C -1.0415 -1.1388 0.3110
C -0.6795 -0.1334 -0.2483
C -0.3316 1.2294 -0.7036
O 0.7801 1.7555 -0.0154
C 2.0016 1.2936 -0.5413
H -2.4711 -1.9466 1.6153
H -1.6273 -3.1793 0.6727
H -0.7870 -2.3581 2.0013
H -1.1838 1.8729 -0.4606
H -0.1694 1.2982 -1.7933
H 2.2127 1.7385 -1.5268
H 2.7934 1.5897 0.1508
H 2.0064 0.1996 -0.6445
*
```



[3]
The following is a DFT calculation (ωB97M-V/def2-TZVPD) of 6 unconnected molecules or ions with the total composition C3H18N2O5.

Energy above the lowest of the compared OMol25 structures with the same formula, charge and spin in kcal per mole: 0.00
Structure (SMILES): [H]/N=C/NCC.O.O.O.O.O
E_HOMO in eV: -9.585
Total energy in eV: -16620.51760
LUMO energy in eV: 0.62

Geometry as ORCA input:
```
! RIJCOSX wB97M-V def2-TZVPD def2/J DEFGRID3
* xyz 0 1
H 2.3277 -1.3050 3.1551
N 1.9516 -1.0683 2.2405
C 0.8391 -1.6388 1.9764
N 0.1586 -1.2684 0.8225
C -0.1231 -2.4605 -0.1182
C -1.3381 -2.0846 -0.9534
H 0.2637 -2.3212 2.5988
H 0.6717 -0.6342 0.2228
H -0.2159 -3.3065 0.5655
H 0.8022 -2.5978 -0.6800
H -2.1791 -1.9792 -0.2814
H -1.4647 -2.8223 -1.7468
H -1.0733 -1.1400 -1.4217
O -2.1331 0.7239 0.2111
H -2.1435 1.2911 -0.5668
H -2.6011 -0.0989 0.1959
O 2.3569 1.5623 1.0070
H 2.3774 0.5889 1.1432
H 1.8082 1.8663 1.7391
O 1.4896 1.7345 -2.1142
H 1.5661 2.1210 -1.2408
H 2.4032 1.5981 -2.3814
O -1.3702 1.4793 -2.4520
H -0.9376 2.3112 -2.7062
H -0.5120 1.0348 -2.3302
O -0.7142 3.0509 1.1692
H -0.5580 2.1475 0.8743
H -1.6522 3.2158 1.0718
*
```



[4]
The following is a DFT calculation (ωB97M-V/def2-TZVPD) of 2 unconnected molecules or ions with the total composition C7H14BBr2F2NO7PS2.

E_HOMO in eV: -6.578
Total energy in eV: -200461.98623
LUMO energy in eV: 1.09

Geometry as ORCA input:
```
! RIJCOSX wB97M-V def2-TZVPD def2/J DEFGRID3
* xyz -1 1
C 4.1300 -2.5599 -1.0920
C 3.1773 -1.2112 -1.2275
C 1.6022 -1.7736 -1.1975
O 0.7574 -0.5730 -1.1112
P -0.9343 -0.9282 -1.3109
B -1.4061 -2.6907 -0.7326
O -1.3273 -2.9547 0.7479
O -1.8036 -3.8203 -1.6372
C -3.3011 -3.8683 -1.5697
C -1.8120 0.2763 -0.0557
Br -1.0357 0.5454 1.8117
C -3.0384 1.0492 -0.4130
C -3.7003 0.8811 -1.9273
Br -3.9408 2.3388 0.8850
H 4.6971 -2.8102 -2.0978
H 3.4656 -3.5072 -0.8078
H 4.9453 -2.4773 -0.2553
H 3.4067 -0.5580 -2.1711
H 3.3116 -0.6243 -0.2008
H 1.4271 -2.3371 -2.2135
H 1.5544 -2.4753 -0.2470
H -0.4775 -2.4612 1.0279
H -3.6278 -4.9411 -1.1670
H -3.6343 -2.9917 -0.8684
H -3.6789 -3.7467 -2.6839
H -4.6541 1.5980 -1.9265
H -4.1274 -0.2132 -2.0812
H -2.9879 1.2159 -2.7932
N 1.2397 4.1289 2.2583
S 1.0089 5.6607 2.5172
O 2.1899 6.4977 2.7007
O -0.1738 6.0488 3.2764
F 0.5641 6.1139 1.0457
S 1.7750 3.4007 3.5448
O 2.3163 2.0672 3.2848
O 0.9903 3.4973 4.7695
F 3.1023 4.2030 3.9181
*
```



[5]
The following is a DFT calculation (ωB97M-V/def2-TZVPD) of a molecular structure, C4H9ClF3NOSSi.

Energy above the lowest of the compared OMol25 structures with the same formula, charge and spin in kcal per mole: 0.00
E_HOMO in eV: -10.340
Total energy in eV: -47218.08973
LUMO energy in eV: 0.17

Geometry as ORCA input:
```
! RIJCOSX wB97M-V def2-TZVPD def2/J DEFGRID3
* xyz 0 1
C -2.0494 -0.2291 0.8841
C -0.8809 1.6014 -1.3266
C -1.1410 -1.5623 -1.9299
C 2.8565 -0.2883 1.8393
N 0.7662 -0.6396 0.0752
O 0.8130 1.4536 1.6344
F 4.0655 -0.4676 1.3022
F 2.3721 -1.5052 2.1665
F 2.9949 0.4774 2.8752
Si -0.8329 -0.2237 -0.6152
S 1.5141 0.4045 0.7291
Cl 2.6661 1.4344 -0.5567
H -2.9160 0.3539 0.8765
H -2.2484 -1.2061 1.1307
H -1.6297 0.1412 1.7389
H 0.0393 2.0037 -1.1940
H -1.1092 1.6498 -2.3145
H -1.5200 2.1799 -0.8012
H -0.3563 -1.4401 -2.6630
H -1.2429 -2.5717 -1.5022
H -2.1610 -1.5660 -2.3489
*
```



[6]
The following is a DFT calculation (ωB97M-V/def2-TZVPD) of 6 unconnected molecules or ions with the total composition C5H25N3O5.

Energy above the lowest of the compared OMol25 structures with the same formula, charge and spin in kcal per mole: 30.09
Structure (SMILES): CNC[C@H](N)CCN.O.O.O.O.O
E_HOMO in eV: -8.700
Total energy in eV: -20297.79562
LUMO energy in eV: 0.60

Geometry as ORCA input:
```
! RIJCOSX wB97M-V def2-TZVPD def2/J DEFGRID3
* xyz 0 1
C -1.1701 -0.2608 2.8079
N -0.2877 -0.9190 1.8100
C -0.5467 -0.4412 0.4594
C 0.3962 -1.0784 -0.5531
N 0.5969 -0.1483 -1.6759
C -0.1115 -2.4402 -1.0839
C -1.4362 -2.3948 -1.8905
N -1.2244 -2.2483 -3.3174
H -1.9529 0.3175 2.3160
H -1.5544 -1.0209 3.4919
H -0.5855 0.4231 3.4062
H -0.4786 -1.9147 1.8555
H -1.5939 -0.5671 0.1720
H -0.4352 0.6468 0.4672
H 1.3587 -1.1756 -0.0480
H -0.2347 -0.2169 -2.2362
H 1.4884 -0.0811 -2.1249
H -0.2590 -3.1959 -0.3155
H 0.6749 -2.7343 -1.7797
H -2.0591 -1.5612 -1.5501
H -1.9803 -3.2933 -1.6009
H -0.6003 -2.9311 -3.7146
H -2.0635 -2.0406 -3.8267
O 1.7045 3.2834 1.3922
H 1.4748 2.5433 0.8185
H 1.3590 3.1644 2.2868
O -1.8320 1.9870 -2.2586
H -2.0154 1.0436 -2.2155
H -0.9165 2.1100 -2.5341
O 2.9100 0.8331 0.3007
H 2.8340 0.8370 1.2710
H 3.4548 1.6145 0.1452
O 2.5035 -0.5575 3.0897
H 1.6862 -1.0765 3.0122
H 2.9089 -0.6510 2.2257
O -2.1937 2.8597 0.4090
H -1.8502 2.5626 -0.4628
H -2.1197 3.8189 0.3887
*
```



[7]
The following is a DFT calculation (ωB97M-V/def2-TZVPD) of a molecular structure, C17H18BBeN7O3S.

Energy above the lowest of the compared OMol25 structures with the same formula, charge and spin in kcal per mole: 28.25
E_HOMO in eV: -8.349
Total energy in eV: -46408.56169
LUMO energy in eV: 0.13

Geometry as ORCA input:
```
! RIJCOSX wB97M-V def2-TZVPD def2/J DEFGRID3
* xyz 0 1
H -1.4870 2.4484 0.4617
N -0.5842 1.5011 -1.1941
B 0.4754 0.9111 -3.3757
N 0.1680 1.9466 -2.2556
C 0.3659 3.2711 -2.1333
Be -0.9668 -0.2802 -1.2610
H 0.9464 3.7945 -2.8781
C -0.2861 3.6945 -0.9821
H -0.3385 4.6879 -0.5834
C -0.8861 2.5603 -0.4248
H 1.0399 1.3711 -4.3265
C -1.7742 -1.2284 -0.1939
H -1.8119 -1.2528 0.9020
H -1.1269 -2.0722 -0.4585
H -2.8006 -1.3188 -0.5536
N -0.9289 0.3110 -3.6644
N 1.2225 -0.2315 -2.6540
N -1.6383 -0.2661 -2.6135
N 0.6277 -0.7778 -1.5246
C -1.6780 0.2720 -4.7747
C 2.4129 -0.8208 -2.8630
H -1.2951 0.7063 -5.6860
H 3.0166 -0.5134 -3.7049
C -2.8732 -0.3719 -4.4675
C 2.6015 -1.7683 -1.8658
C -2.8111 -0.7083 -3.1179
C 1.4718 -1.7006 -1.0400
H -3.6909 -0.5712 -5.1339
H 3.4376 -2.4279 -1.7305
H -3.5206 -1.2252 -2.4920
H 1.2561 -2.2135 -0.1187
H -1.3178 0.0554 -0.1940
O 1.0303 -2.6544 1.7948
C 0.9621 -1.4979 2.2686
N 0.7793 -0.3635 1.5392
S 0.4954 0.9730 2.4031
O 1.4912 1.9989 2.2092
O -0.9001 1.3762 2.3491
C 0.7393 0.1443 3.9513
C 0.5792 0.6704 5.2293
C 0.7433 -0.2030 6.3161
C 1.0630 -1.5574 6.0976
C 1.1949 -2.0577 4.7997
C 1.0194 -1.1834 3.7221
H 0.3316 1.7230 5.3488
H 0.6175 0.1708 7.3321
H 1.2006 -2.2206 6.9528
H 1.4266 -3.1008 4.5883
*
```



[8]
The following is a DFT calculation (ωB97M-V/def2-TZVPD) of a molecular structure, C15H31IP2Pb.

E_HOMO in eV: -6.539
Total energy in eV: -47978.58100
LUMO energy in eV: -0.60

Geometry as ORCA input:
```
! RIJCOSX wB97M-V def2-TZVPD def2/J DEFGRID3
* xyz 0 1
P 1.3900 -1.8334 1.9946
P 1.6343 2.8044 2.0404
C 1.2040 -0.0515 1.2008
C 2.1577 0.9878 1.7740
H 0.1729 0.2533 1.3942
H 1.3152 -0.1400 0.1179
H 2.4909 0.7077 2.7798
H 3.0982 1.0512 1.2322
C -0.2215 2.8543 1.9531
H -0.5000 3.4132 2.8677
H -0.7338 1.8815 1.9501
H -0.5482 3.4599 1.0935
C 1.9545 3.7052 0.4458
H 1.2183 3.4609 -0.3399
H 2.9913 3.5260 0.1267
H 1.8411 4.7739 0.7055
C 0.0851 -3.0132 1.3029
H 0.3803 -3.9873 1.7060
H 0.1409 -3.0990 0.1985
H -0.9607 -2.8428 1.6143
C 2.6813 -2.5316 0.8749
H 2.9950 -1.8243 0.0879
H 2.3204 -3.4913 0.4561
H 3.5179 -2.7228 1.5681
Pb -1.8184 -0.8399 0.2008
C -0.4011 1.1305 -1.1501
C -1.8016 1.1228 -1.0390
C -2.7187 0.5142 -2.0803
C -2.0849 -0.7025 -2.8280
C -1.2713 -1.6312 -1.9149
C 0.1040 -1.6762 -1.8490
C 1.0389 -0.6314 -2.2907
C 0.4238 0.8018 -2.3173
C -1.9352 -0.5390 2.5790
H 0.1245 1.7050 -0.3900
H -2.2829 1.8169 -0.3233
H -3.0508 1.2566 -2.8217
H -3.6518 0.1634 -1.5420
H -2.9035 -1.2862 -3.2734
H -1.4693 -0.3245 -3.6557
H -1.8329 -2.5637 -1.6468
H 0.5615 -2.6605 -1.8323
H 1.4779 -0.8415 -3.2947
H 1.9232 -0.6416 -1.6256
H 1.3038 1.4944 -2.3338
H -0.0511 0.9694 -3.2944
H -2.3854 0.4418 2.7560
H -1.0185 -0.6283 3.1539
H -2.5782 -1.3489 2.9428
I -4.3269 -2.4437 0.7252
*
```